# 1
The following is a DFT calculation (wB97M-V/def2-TZVPD) of a single C5H7Cl molecule at a distorted geometry.

XYZ file:
```
13
Properties=species:S:1:pos:R:3:forces:R:3
C -0.195796 -0.105195 0.641691 -0.694 -0.879 3.670
C -1.096648 0.315185 1.648221 3.056 -1.270 -0.031
C 0.796666 -1.051176 1.150963 -3.290 2.305 0.057
C -0.359525 0.426365 -0.727033 0.519 -1.562 1.026
C 0.537764 0.178359 -1.853147 -1.174 0.429 -2.510
Cl -1.613573 1.491923 -1.028320 -0.906 0.631 -0.120
H -1.666773 1.102787 1.377384 -2.357 2.186 -0.526
H -0.962398 0.203923 2.750045 0.040 -0.590 -1.241
H 1.453095 -1.408323 0.500146 3.014 -1.600 -2.610
H 0.761018 -1.534895 2.113227 -0.340 0.453 0.171
H 1.524001 0.288011 -1.510109 1.704 0.990 0.172
H 0.167897 0.889853 -2.691216 1.423 -0.982 1.309
H 0.654273 -0.796818 -2.371853 -0.994 -0.110 0.633
```
Forces are in eV/Å.

Calculated values
**Net charge**: 0
**2S+1**: 1
**Energy relative to the best compared isomer or geometry (same formula, charge and spin)**: 92.19 kcal/mol
**HOMO-LUMO gap (spin up / spin down)**: 7.1 / 6.8 eV
**LUMO level (spin up / spin down)**: -0.0205 / -0.0159 Ha

---

# 2
The following is a DFT calculation (wB97M-V/def2-TZVPD) of 2 unconnected molecules or ions with the total composition H5N2PS2 at a distorted geometry.

XYZ file:
```
10
Properties=species:S:1:pos:R:3:forces:R:3
N 1.039444 -0.657420 0.426223 0.566 -1.060 0.772
N 0.540613 -0.996791 -2.099234 -5.190 -0.541 -1.341
P -0.024727 -1.042016 -0.597307 -1.626 -0.168 0.918
S -1.932252 -1.390141 -0.582699 0.945 0.017 0.200
S -0.695915 2.136409 2.787533 -0.027 -0.059 0.780
H 1.032381 -1.146610 1.338546 -0.280 0.891 -0.661
H -0.269490 -0.770484 -2.765313 2.090 -0.560 0.994
H 1.389589 -0.627808 -2.266792 3.490 1.466 -0.876
H 0.369013 2.364144 2.046477 0.600 0.077 -0.234
H -1.448657 2.130716 1.712567 -0.569 -0.065 -0.551
```
Forces are in eV/Å.

Calculated values
**Net charge**: 0
**2S+1**: 1
**Energy relative to the best compared isomer or geometry (same formula, charge and spin)**: 36.91 kcal/mol
**HOMO-LUMO gap**: 9.8 eV
**LUMO level**: 0.0103 Ha

---

# 3
The following is a DFT calculation (wB97M-V/def2-TZVPD) of a molecular structure, CH4N4 at a distorted geometry.

XYZ file:
```
9
Properties=species:S:1:pos:R:3:forces:R:3
C 1.114458 -0.855717 -0.032491 1.728 3.885 0.985
N 2.180878 -0.061294 -0.016148 -0.410 -0.557 -0.977
N 1.318660 1.115806 0.029991 0.987 -1.680 -0.019
N 0.252349 0.163170 0.350842 0.330 0.470 0.221
N -0.986221 0.324337 -0.193600 0.765 1.085 -0.679
H 0.857766 -1.838065 -0.289556 0.166 -1.247 -0.112
H 1.636131 1.836025 0.712385 -0.672 -1.032 0.034
H -1.519240 -0.033580 0.544156 -2.182 -0.708 0.021
H -1.018643 -0.004276 -1.157282 -0.711 -0.216 0.527
```
Forces are in eV/Å.

Calculated values
**Net charge**: 0
**2S+1**: 1
**Energy relative to the best compared isomer or geometry (same formula, charge and spin)**: 117.34 kcal/mol
**HOMO-LUMO gap**: 10.4 eV
**LUMO level**: 0.0348 Ha

---

# 4
The following is a DFT calculation (wB97M-V/def2-TZVPD) of a single C2H3N molecule at a distorted geometry.

XYZ file:
```
6
Properties=species:S:1:pos:R:3:forces:R:3
C 0.661132 -0.127605 -0.108420 -0.387 0.896 0.596
C -0.740819 -0.222522 -0.116375 -1.649 -0.395 -0.196
N -1.897277 -0.033400 0.050634 0.111 -0.841 -0.551
H 1.178413 0.313662 -0.959427 -0.387 -0.018 0.281
H -0.441391 0.779807 0.526220 2.717 0.122 -0.023
H 1.239942 -0.709943 0.607368 -0.405 0.236 -0.106
```
Forces are in eV/Å.

Calculated values
**Net charge**: 0
**2S+1**: 1
**Energy relative to the best compared isomer or geometry (same formula, charge and spin)**: 88.74 kcal/mol
**HOMO-LUMO gap**: 9.5 eV
**LUMO level**: 0.0186 Ha

---

Q: Which of these has the lowest energy relative to the best compared isomer or geometry (same formula, charge and spin)?
A: H5N2PS2